C9H10Br2O | ωB97M-V/def2-TZVPD

Each line ends with the Löwdin charge.
CARTESIAN COORDINATES (ANGSTROEM)
O 1.809 -0.476 1.698  -0.15
C 1.597 -0.514 0.333  -0.44
C 1.377 0.913 -0.131  -0.59
Br 2.222 2.197 1.045  0.78
C 0.826 1.319 -1.248  -0.13
C 0.254 0.217 -2.155  -0.17
C -0.086 -0.964 -1.368  -0.21
C 0.364 -1.286 -0.158  -0.68
Br -0.240 -2.734 0.855  0.86
H 1.049 0.009 2.130  0.00
H 2.472 -0.858 -0.115  0.14
H 0.922 2.247 -1.721  0.09
H 1.156 -0.107 -2.827  0.16
H -0.694 0.460 -2.774  0.14
H -0.831 -1.736 -1.684  0.12
C -0.676 0.598 2.358  0.07
C -1.266 0.297 1.342  -0.22
C -2.385 -0.015 0.399  -0.09
H -0.072 0.883 3.222  0.08
H -2.251 -1.155 0.382  0.04
H -3.290 0.236 1.008  0.10
H -2.257 0.468 -0.593  0.08

Computed properties:
SMILES: OC1C(Br)=CCC=C1Br.C#CC
Relative energy (zero: lowest compared OMol25 entry of this formula, charge and spin) in kcal per mole: 105.4
Orbital gap in eV: 9.76
F_max in hartree/bohr: 0.0746
E_LUMO in eV: 0.6